Record 1
# C52H132BN12O20

A 13-piece molecular cluster, C52H132BN12O20 overall at a distorted geometry (ωB97M-V/def2-TZVPD, the Open Molecules 2025 dataset).

```
217
C52H132BN12O20, DFT ωB97M-V/def2-TZVPD
H -1.55599 0.90144 7.92837
H -0.38549 -6.25826 -5.19005
H -1.38814 -1.70603 -10.36258
O 0.45287 0.73855 8.57135
H 7.02719 1.86239 -3.89873
H 8.19669 0.83634 6.10219
N -0.51116 -5.58944 -1.95615
C 3.34704 -3.63511 5.07372
C -0.15847 1.49151 2.33609
H -4.21196 -0.12786 -9.13181
H 0.01014 -5.95868 -1.15912
H 2.46980 -0.00922 -8.99223
H 3.34228 0.11816 2.83641
H 4.16363 -3.88246 3.23710
O 2.79280 -3.03711 7.32242
C 0.83681 -0.22102 7.61159
C -7.63803 3.54565 2.22535
H 4.70472 -0.11048 6.25644
C 1.75070 -5.43082 -3.07592
H -1.75569 -0.38247 -9.13672
C -4.51948 2.26488 4.16871
C 5.62813 1.21959 -2.39804
H 3.54882 -5.69098 4.54701
H -1.92957 1.74149 1.23549
H -2.21926 -0.87667 5.19601
H -1.73990 5.18963 -2.53984
H -5.07093 -2.51225 2.36221
H 3.99334 -1.68560 -3.95116
H -3.12098 -2.95269 0.60852
H 3.05355 1.56285 -8.41411
H -3.17772 -1.62563 6.46441
N -0.13470 0.85776 5.53663
H 5.18164 -3.17480 4.13189
H 0.30761 -1.88173 -4.77283
H 0.86523 1.77532 -0.95231
H 5.40269 1.61351 2.40314
H 4.78971 -0.77461 -1.95909
H -4.18961 -3.98540 -5.88505
H -0.51731 3.99987 2.51450
H -6.22811 5.33038 -1.10344
O 2.85597 -0.73044 1.12654
H -1.56657 -0.18845 -5.00280
C 0.75000 -1.80291 1.62587
C 1.48908 4.98206 -0.74679
H 6.54967 -0.69508 -1.88355
C 0.29071 -5.94946 -3.13983
H 2.30368 -3.53402 4.78882
C -1.36304 -1.61344 -2.37493
H -2.17665 -1.93344 3.08721
H 1.51538 -1.17812 5.23263
H -7.50654 -0.07302 -1.49695
H 2.73166 3.45608 1.49725
C 4.64626 -0.95619 -4.45349
H 2.15381 4.98064 -1.61716
H -2.29112 2.48611 -3.93932
H 6.01851 2.35581 3.83269
O -1.78318 -2.09334 -3.37520
H 0.43793 -2.43172 5.87861
H 7.43364 0.36044 4.55719
H -0.51849 3.60078 1.04323
C 3.22752 4.30103 1.01837
H 3.13274 -5.43826 6.25616
H -4.10143 2.98614 4.88854
C -3.21379 -3.49090 -6.03990
C 3.73776 -5.06860 5.42776
O 2.54812 -6.07956 -4.02531
H 4.86269 -1.38934 -5.42920
H -4.23756 3.58032 -3.29332
H 0.41459 1.37279 1.41602
H -1.05657 -0.66596 6.62393
C -4.14048 -1.94336 2.25848
H 4.08314 -0.03463 -4.62687
C 2.27306 5.37332 0.51245
O 6.23703 1.24265 6.08493
H 4.24221 1.56114 6.11555
H 4.74143 -2.79723 6.43751
N 1.35537 5.70116 1.59257
B -0.21486 -1.26897 -0.42053
H 2.42665 2.56170 -1.10228
O 0.77172 3.77250 -0.57662
C -1.50007 2.22383 2.11714
O -0.34812 -1.91540 0.90613
H -3.87151 -0.16540 3.26201
H 1.65332 -4.35136 -3.23430
H -0.99618 3.50156 -1.31057
H 0.84966 5.86385 -0.90939
H -2.28725 1.17040 3.78975
C -1.69073 3.38656 -3.81059
H 4.01605 -3.07822 8.92605
N -2.00435 3.56693 -1.43122
C -3.75364 4.50605 -2.95383
O -4.37541 5.01077 -1.79144
H 4.80759 -5.14145 5.62842
H 3.57765 -1.41596 8.33959
H 4.83870 1.61674 -3.04593
O 1.21126 -0.84846 -0.41107
H 5.46274 -0.10501 3.86611
H 3.90223 -4.50513 -4.15043
H -0.49887 0.48417 2.62686
H -5.08468 -1.23462 -9.89596
C -3.81739 -2.42057 -8.01387
C 3.66548 -2.71756 6.25361
H -4.82307 0.81540 0.90763
H 1.34790 -2.01702 -6.03795
H 0.32930 -7.04227 -3.10131
C -6.20189 1.38164 -0.39626
C 4.94153 0.81874 5.72397
H -0.19407 1.70304 6.10804
C 3.34630 -5.23097 -4.78422
N -4.52905 -0.51737 2.55978
H -2.48718 -4.15867 -5.58678
H -1.49472 -5.39062 -4.13667
H 4.31013 2.61011 3.42247
H -3.29648 -2.54375 -5.49610
O -6.65703 2.84390 1.50627
C 6.95101 1.83237 -2.81290
H -4.30905 1.25533 4.55890
H -2.34440 2.61052 -1.47101
H -0.64804 3.09405 -3.66896
N -1.19516 3.66134 1.82570
C 5.12291 1.87873 3.42088
H 7.83400 1.37228 -2.35529
C -1.79243 -1.44444 -9.39652
C 1.00758 0.66394 -6.92073
H 1.09340 2.75937 -2.36230
C -5.70918 5.45542 -2.05826
O 1.01664 -2.38656 2.63535
H -1.28222 -1.85777 -8.52264
H 0.78268 0.96603 5.09429
C -2.40133 2.16944 3.33878
H -0.07776 -1.49385 4.52467
C -6.54334 0.00688 -0.98907
H -7.99081 2.93890 3.08305
H 1.00445 1.74913 -6.74583
C -0.04603 -0.33125 6.38297
H 3.84345 4.75316 1.80834
C 1.36103 2.68738 -1.30089
H -1.18704 -0.28699 9.11108
H -1.24369 1.47229 9.57190
C 1.75185 -1.00362 0.77035
H -8.15759 2.15095 0.22040
H -2.89701 -3.49344 3.15612
H -3.89141 5.30204 -3.70168
H -1.62794 3.83497 -4.81975
O -0.57164 -2.19501 -1.49018
H -2.05810 2.94636 4.03218
N 5.19765 1.76800 -1.07660
C -0.44240 -5.50546 -4.40706
H -3.26661 -2.81900 -9.94059
H -1.80453 -2.44265 5.61366
N -4.81696 1.45245 0.10267
C 0.38928 -1.54195 -5.81204
H 0.48605 6.16434 1.37128
N 4.17309 -3.15304 3.95459
H -6.47022 -0.71313 -0.16204
H -0.40265 -1.92915 -6.45059
H 5.88192 1.40209 -0.40698
C 4.73213 0.64432 4.22933
O 5.82421 -0.80914 -3.72296
H 1.87952 -0.01237 7.38942
H 4.15541 -5.75803 -5.28256
O -2.90994 -3.29028 -7.39898
H 3.31835 -1.72363 5.95402
C 3.22405 -2.43100 8.52755
H 3.28535 -0.77670 4.08242
O -1.01848 -0.04614 -0.68360
H -6.26558 2.03710 -1.27762
C -2.70686 -1.82131 5.50115
C -0.93886 0.75102 8.82339
H -1.16852 1.32507 -5.34105
N 3.37508 0.22232 3.86229
H -7.12710 4.42822 2.59833
H -5.60003 2.38054 4.16432
H 2.45321 -2.43540 9.29527
H 3.96469 3.93597 0.29896
H -7.48292 1.02929 1.31984
C 0.47385 -1.42391 5.45653
H -3.95744 -1.53964 -7.36246
H 2.03820 -5.66846 -2.04445
H 2.88368 6.25756 0.25516
H 7.27255 -0.59741 6.00280
H 1.79312 6.14737 2.38345
H 3.98051 0.02680 -8.10424
C 3.00250 0.49644 -8.17633
H 4.34196 1.27422 -0.82217
H 7.07453 2.86265 -2.46074
C 5.67398 -0.29634 -2.40692
C 0.32756 -0.01449 -5.72656
H -8.56897 3.69339 1.66178
N -4.14197 -0.84836 -9.84833
H -4.82364 -2.83918 -8.14055
C -3.25635 -1.90014 -9.34222
H 0.89405 0.26195 -4.82211
C 7.28593 0.44788 5.63872
O 2.36334 0.26250 -6.95042
H -4.24949 0.99214 -0.60862
H -5.75120 -0.29028 -1.67918
H 0.45027 1.96893 3.09950
H -5.61672 6.52054 -2.29496
N -1.08147 0.37736 -5.70048
C -1.63834 -0.19242 -1.83545
H -6.23876 4.79285 -2.74984
H -4.41220 -1.94533 0.14188
O -3.74238 2.39183 2.99748
O -2.31081 0.62340 -2.37108
H -2.89599 -1.15076 0.69081
H -0.45807 -4.57508 -1.84730
C -2.28540 4.25782 -2.70808
C -7.18277 1.86061 0.64535
H 2.85517 -4.49305 -5.43582
C -3.13627 -2.42862 3.29607
H -0.14738 -4.51351 -4.75698
H 0.75568 -1.23846 8.02931
C -3.57646 -1.98314 0.84388
H 0.45450 0.37304 -7.82019
O -3.68392 -2.28444 4.60552
H -5.29965 -0.62866 3.22787
```

Values from the calculation:
* energy above the lowest of the compared OMol25 structures with the same formula, charge and spin: 56.1 kcal per mole
* total charge: -1

=====

Record 2
# C52H132N8O20

A 10-piece molecular cluster, C52H132N8O20 overall at a distorted geometry (ωB97M-V/def2-TZVPD, the Open Molecules 2025 dataset).

```
212
C52H132N8O20, DFT ωB97M-V/def2-TZVPD
C -31.62066 -15.75266 -18.53251
H -17.46585 -21.41850 -16.80333
H -23.67412 -9.98123 -11.68721
N -26.58114 -9.73822 -17.05893
O -24.30541 -13.27418 -14.93419
H -28.83180 -8.73738 -21.37707
C -20.03764 -15.27114 -20.25861
N -32.48725 -15.16296 -15.20966
H -25.92431 -16.19883 -20.26685
H -21.15073 -16.23881 -21.75114
H -31.26101 -11.32357 -18.47795
C -26.63989 -5.98629 -19.15982
C -16.88354 -18.84064 -14.76395
C -26.51977 -11.29915 -21.34658
C -26.34532 -10.62402 -15.86340
C -18.87116 -16.16481 -18.33817
H -29.55534 -9.34448 -18.39808
O -26.43532 -18.06708 -12.55456
H -31.66974 -15.02037 -19.33839
N -25.90394 -13.56898 -8.97595
O -16.85109 -17.46912 -18.95309
H -20.89439 -10.66377 -17.87185
N -23.16605 -12.51181 -20.27972
H -19.75829 -10.68349 -14.72694
H -22.46771 -17.99092 -18.58846
O -28.63474 -10.40969 -15.24754
H -24.71818 -14.68003 -17.95231
H -24.52647 -17.45882 -12.40354
N -29.92255 -12.67288 -19.30516
H -19.92534 -7.70569 -14.26674
H -16.82511 -15.79286 -17.59643
O -27.57638 -12.40879 -6.79581
C -25.58880 -8.11603 -18.67648
H -22.41069 -17.38970 -14.98362
H -29.98415 -14.10917 -14.71187
C -24.22591 -13.37698 -20.80180
C -22.27617 -17.39652 -17.69510
O -16.80612 -19.66799 -15.88187
O -25.74232 -15.93247 -10.39566
C -26.19026 -14.23694 -7.67541
H -25.32012 -16.72818 -13.68733
H -22.56617 -14.48283 -12.84629
H -23.27282 -17.13402 -17.34031
C -29.53952 -10.15372 -19.12813
C -26.48779 -13.34450 -6.45618
H -33.08567 -13.71750 -18.11034
H -32.21795 -15.98252 -15.73493
H -30.18758 -9.99851 -14.12848
N -19.11358 -17.98978 -15.15989
H -23.32019 -15.00671 -15.70136
H -29.72237 -11.58683 -13.80026
C -28.22626 -14.50413 -19.62733
H -28.03130 -15.03157 -15.37133
H -19.19211 -15.59562 -17.46576
H -20.58295 -18.13106 -23.10893
C -30.18196 -11.43736 -18.58194
H -25.55410 -12.81981 -6.25365
H -32.86111 -13.13411 -15.76412
O -30.31107 -9.64904 -20.18825
O -21.52334 -18.20263 -16.77545
H -25.68948 -15.07179 -9.97371
O -29.77574 -15.89976 -15.48211
H -29.77188 -11.50875 -17.57456
H -31.38725 -16.68799 -19.04122
C -27.81164 -11.46078 -5.85504
C -29.81382 -10.88949 -14.63300
H -29.46882 -15.25613 -13.49618
H -26.14579 -8.73154 -19.38289
C -32.40628 -14.05003 -16.14135
H -27.43432 -11.94802 -14.59436
H -28.99664 -15.26325 -19.76285
H -27.82180 -12.01630 -16.29434
H -20.62120 -14.29366 -9.70108
H -31.71874 -14.26961 -13.43740
H -20.84143 -14.89335 -19.62672
H -30.45255 -8.17079 -21.56546
H -31.81301 -15.95574 -13.46393
H -24.91230 -8.50967 -16.60918
H -17.46664 -17.36790 -17.03573
H -23.43913 -12.93606 -14.69577
H -23.15308 -11.99977 -10.26755
H -21.69502 -11.97754 -15.97066
H -26.99714 -6.32730 -20.13151
H -20.63328 -9.67660 -15.79609
H -24.12923 -13.17509 -11.08658
C -27.62311 -11.32937 -15.47170
C -17.45130 -16.64724 -17.85336
H -20.39286 -7.79029 -12.65333
H -20.74787 -19.14926 -14.38101
H -24.76352 -13.00729 -17.42100
H -30.50014 -11.31535 -15.36493
C -20.39113 -16.56624 -21.04128
C -15.60941 -18.07332 -18.68050
H -20.52737 -17.56224 -13.62969
H -23.52636 -11.56840 -20.29568
C -31.57422 -15.11297 -14.11264
H -28.49475 -10.43525 -19.25964
H -30.79147 -15.45856 -17.88905
H -19.91740 -19.09793 -21.83372
H -23.98999 -12.64685 -22.79912
H -21.12955 -16.49025 -15.66006
O -32.92253 -15.70111 -17.88486
H -20.36544 -12.20782 -19.67907
H -25.35704 -10.10904 -12.32579
O -20.99893 -9.44974 -13.72850
H -24.72316 -9.81461 -17.82772
H -21.59116 -13.23224 -21.62464
H -26.43746 -18.42107 -11.66221
C -20.76336 -9.99824 -18.72507
H -27.37666 -5.26321 -18.80991
H -24.05887 -11.28720 -12.63008
O -22.91098 -13.79773 -17.76433
H -25.38165 -14.94946 -7.51240
H -20.83313 -15.73243 -10.76177
C -19.70822 -18.23586 -22.46709
O -24.99620 -11.31852 -10.71395
C -20.46235 -18.11398 -14.56747
H -28.20964 -16.04099 -16.76957
H -28.99518 -13.63642 -17.71878
H -18.75684 -19.72809 -14.04355
H -15.69284 -19.15906 -18.72848
C -21.47984 -14.39975 -12.87932
H -26.92540 -10.82630 -5.84469
C -21.98299 -12.32431 -21.16612
H -24.58347 -12.07363 -8.18222
H -31.38615 -13.93866 -16.50885
H -26.56956 -12.81150 -9.03313
H -21.55734 -11.75532 -13.08576
C -21.04133 -13.49801 -14.03351
H -20.10149 -11.31896 -21.17776
H -34.35536 -14.46008 -17.06644
H -24.98517 -15.05729 -12.01471
H -25.03054 -13.50328 -20.07742
H -20.73866 -17.25541 -20.27163
H -27.19366 -12.13288 -21.54373
O -20.98099 -13.96087 -11.60557
C -24.23030 -14.41026 -15.76493
C -29.75342 -8.55702 -20.82374
C -28.73970 -13.29829 -18.72302
H -21.27039 -9.07756 -18.43636
C -21.48408 -17.51442 -15.54392
H -19.69405 -9.86348 -18.88786
O -19.28831 -17.07613 -21.73015
O -25.30704 -11.43809 -21.92205
H -22.93857 -13.23619 -18.54247
C -20.84828 -11.57991 -20.42788
H -19.10589 -18.48693 -16.03903
H -16.42046 -17.86655 -14.92146
C -20.06458 -8.43493 -13.46867
H -24.62434 -7.89181 -19.13215
H -27.91298 -14.14425 -20.60736
H -16.18277 -19.39643 -14.14095
H -21.26568 -14.01775 -14.96498
H -16.95554 -21.53296 -15.15879
H -22.26408 -14.68047 -10.27447
C -20.74974 -10.25770 -14.88128
C -18.28006 -18.76408 -14.22093
H -19.44778 -17.07139 -18.52183
H -25.75770 -5.36565 -19.31677
O -26.38111 -7.04294 -18.23645
H -22.27326 -11.69091 -22.00436
H -18.60349 -20.82673 -15.65938
H -18.10306 -15.90615 -20.15488
H -27.00470 -14.94343 -7.83563
N -21.80179 -12.25774 -13.92714
C -24.22609 -13.94914 -17.31065
C -25.38816 -9.04891 -17.42826
C -24.16050 -12.41408 -10.30686
H -25.09513 -15.02391 -15.51272
H -21.04963 -15.39323 -13.00585
H -27.13475 -10.43942 -21.61261
C -24.83744 -12.74377 -22.12049
C -24.51817 -10.64346 -11.87991
H -19.96309 -14.51846 -21.04348
H -27.93724 -12.56085 -18.74115
H -26.74901 -13.95714 -5.59331
C -28.42874 -15.99080 -15.70300
H -23.80315 -13.55216 -8.58007
H -25.53519 -11.35075 -15.92382
N -18.72858 -15.37514 -19.56595
H -21.72962 -16.47573 -17.89891
H -26.37094 -11.20645 -20.27078
H -15.19687 -17.80141 -17.70891
H -27.45538 -16.94393 -19.88625
H -29.84930 -12.45485 -20.28863
H -18.88651 -18.44173 -23.15303
H -28.05757 -11.94062 -4.90774
C -30.13944 -15.12385 -14.34522
C -24.61446 -12.89652 -8.89635
H -19.08946 -8.85360 -13.21975
H -26.72161 -15.44081 -12.07300
C -17.53205 -20.90920 -15.84191
H -28.70801 -10.90616 -6.13255
H -23.83144 -14.37139 -21.01069
C -25.48599 -17.00168 -12.64532
H -18.17476 -18.32555 -13.22861
H -14.84300 -17.71659 -19.36859
H -22.83835 -11.04912 -15.09411
O -21.42198 -10.39746 -19.91687
H -25.54143 -13.40686 -22.62330
C -25.73858 -15.80906 -11.77947
C -26.66123 -16.32199 -19.47320
H -29.64691 -7.65498 -20.22118
H -26.07552 -9.99605 -15.01431
C -21.20135 -14.73792 -10.50988
H -28.05375 -16.81178 -15.09187
H -26.23613 -16.96311 -18.70095
H -27.39260 -9.16334 -16.88248
H -19.95406 -13.42234 -14.01792
C -33.29629 -14.44195 -17.32363
C -21.80281 -11.38771 -15.06040
O -27.02627 -15.06136 -19.05635
```

Values from the calculation:
* SMILES string: COCCNCCOC.COCCNCCOC.COCCNCCOC.COCCNCCOC.COCCNCCOC.COCCNCCOC.COCCNCCOC.COCCNCCOC.OCCO.OCCO
* energy above the lowest of the compared OMol25 structures with the same formula, charge and spin: 60.1 kcal per mole

=====

| no. | LUMO energy (eV) | HOMO (eV) |
| --- | --- | --- |
| 1 | 2.1 | -5.84 |
| 2 | 0.5 | -8.60 |